Formula: C45H117N9O17
Source: OMol25
Level of theory: ωB97M-V/def2-TZVPD

lowest unoccupied orbital energy: 0.6 eV
relative energy (zero: lowest compared OMol25 entry of this formula, charge and spin): 0.0000 eV
E_HOMO: -8.5 eV
E: -3556.165547 Eh
orbital gap: 9.2 eV
SMILES string: COCCNCCOC.COCCNCCOC.COCCNCCOC.COCCNCCOC.COCCNCCOC.COCCNCCOC.COCCNCCOC.NC(N)=O.CO.CO
strongest force on any atom: 0.130 hartree/bohr

Last column: Mulliken charge in e.
Cartesian coordinates (Å):
C (3.315, -5.132, 0.907)  -0.387
O (2.401, -5.194, 2.025)  -0.416
C (1.041, -5.427, 1.668)  0.362
C (0.230, -5.600, 2.972)  -0.670
N (-1.157, -5.880, 2.700)  -0.086
C (-2.044, -5.847, 3.824)  -0.675
C (-3.354, -6.503, 3.510)  -0.779
O (-3.982, -5.707, 2.519)  0.251
C (-5.406, -5.770, 2.482)  -0.969
H (3.482, -6.137, 0.520)  0.529
H (4.268, -4.622, 1.049)  0.209
H (2.852, -4.562, 0.101)  -0.089
H (0.915, -6.264, 0.983)  0.354
H (0.641, -4.590, 1.096)  -0.388
H (0.249, -4.662, 3.526)  0.308
H (0.667, -6.435, 3.520)  0.364
H (-1.569, -5.144, 2.144)  -0.260
H (-2.237, -4.871, 4.269)  0.152
H (-1.637, -6.492, 4.603)  0.620
H (-3.983, -6.515, 4.400)  0.245
H (-3.261, -7.555, 3.243)  0.464
H (-5.693, -5.026, 1.738)  0.231
H (-5.890, -5.472, 3.413)  0.242
H (-5.711, -6.807, 2.346)  0.309
C (0.772, 3.940, 0.552)  -0.450
O (0.956, 4.184, -0.818)  -0.295
C (-0.269, 4.266, -1.546)  -0.377
C (-0.054, 4.354, -3.072)  -0.250
N (0.344, 5.692, -3.547)  -0.404
C (0.614, 5.733, -4.992)  -0.575
C (0.875, 7.200, -5.574)  -0.545
O (0.674, 7.229, -6.953)  -0.296
C (0.843, 8.562, -7.426)  -0.726
H (1.657, 3.600, 1.089)  0.160
H (-0.005, 3.199, 0.741)  0.035
H (0.397, 4.845, 1.030)  0.466
H (-0.816, 5.137, -1.187)  0.362
H (-0.949, 3.433, -1.371)  0.058
H (-0.942, 4.007, -3.601)  0.466
H (0.793, 3.677, -3.185)  0.018
H (1.177, 5.973, -3.050)  0.282
H (-0.207, 5.289, -5.554)  0.397
H (1.472, 5.104, -5.229)  0.213
H (1.943, 7.315, -5.390)  0.298
H (0.257, 7.850, -4.954)  0.365
H (0.457, 8.704, -8.435)  0.262
H (1.907, 8.796, -7.465)  0.301
H (0.366, 9.324, -6.809)  0.307
C (3.441, 1.914, -1.530)  -0.359
O (4.138, 0.898, -2.219)  -0.629
C (3.291, -0.007, -2.931)  0.705
C (4.102, -0.866, -3.945)  -0.557
N (5.219, -1.604, -3.359)  -0.474
C (4.732, -2.801, -2.672)  0.049
C (5.766, -3.189, -1.655)  -0.911
O (5.892, -2.120, -0.692)  -0.209
C (6.766, -2.427, 0.355)  -0.943
H (2.889, 2.476, -2.283)  0.192
H (4.080, 2.676, -1.085)  0.482
H (2.781, 1.465, -0.787)  -0.052
H (2.588, 0.576, -3.525)  0.473
H (2.714, -0.601, -2.223)  -0.526
H (4.510, -0.295, -4.779)  0.106
H (3.423, -1.546, -4.460)  0.126
H (5.366, -1.028, -2.543)  0.406
H (4.633, -3.473, -3.524)  0.625
H (3.744, -2.725, -2.218)  -0.268
H (6.661, -3.570, -2.147)  0.446
H (5.382, -4.081, -1.161)  0.324
H (6.208, -2.691, 1.254)  0.272
H (7.364, -1.555, 0.620)  0.286
H (7.477, -3.245, 0.236)  0.375
C (2.691, -1.558, 0.861)  0.079
O (1.334, -1.543, 0.976)  -0.195
C (0.685, -0.363, 0.387)  -0.385
C (-0.812, -0.483, 0.713)  -0.728
N (-1.474, -1.519, -0.124)  1.690
C (-2.526, -2.155, 0.652)  -0.099
C (-3.053, -3.425, -0.052)  -0.756
O (-2.111, -4.496, 0.125)  0.708
C (-2.547, -5.672, -0.472)  -0.878
H (3.142, -0.589, 1.075)  -0.404
H (2.886, -1.843, -0.173)  0.069
H (3.147, -2.326, 1.486)  0.358
H (0.940, -0.359, -0.673)  -0.416
H (1.066, 0.477, 0.968)  0.909
H (-1.330, 0.462, 0.552)  0.237
H (-0.987, -0.731, 1.760)  -0.319
H (-0.849, -2.280, -0.346)  -0.889
H (-3.283, -1.374, 0.725)  -0.419
H (-2.157, -2.446, 1.636)  0.178
H (-3.322, -3.278, -1.098)  0.594
H (-3.941, -3.694, 0.520)  -0.118
H (-2.876, -5.491, -1.495)  0.353
H (-3.242, -6.242, 0.144)  -0.053
H (-1.611, -6.230, -0.478)  0.243
C (4.174, 2.239, 3.107)  -0.508
O (3.103, 3.185, 3.404)  -0.082
C (3.321, 3.820, 4.611)  -0.980
C (2.600, 5.195, 4.672)  -0.330
N (2.728, 5.830, 5.971)  -0.380
C (1.729, 6.795, 6.402)  -0.505
C (1.635, 8.026, 5.552)  -0.536
O (2.766, 8.942, 5.733)  -0.325
C (2.680, 9.813, 6.842)  -0.720
H (5.067, 2.768, 2.773)  0.363
H (3.845, 1.597, 2.291)  -0.202
H (4.508, 1.633, 3.950)  0.399
H (4.380, 4.023, 4.767)  0.576
H (3.081, 3.155, 5.441)  0.387
H (1.556, 5.122, 4.368)  0.250
H (3.043, 5.811, 3.889)  0.182
H (2.719, 5.084, 6.652)  0.230
H (2.006, 7.117, 7.406)  0.335
H (0.804, 6.227, 6.504)  0.391
H (0.657, 8.479, 5.714)  0.335
H (1.565, 7.679, 4.521)  0.338
H (1.929, 10.520, 6.488)  0.307
H (3.615, 10.370, 6.901)  0.257
H (2.376, 9.450, 7.824)  0.278
C (-0.551, 2.779, 3.780)  -0.622
O (-0.815, 1.338, 3.846)  -0.370
C (-2.194, 1.009, 3.672)  -0.762
C (-2.647, -0.404, 4.140)  -1.044
N (-3.983, -0.717, 3.614)  0.304
C (-4.304, -2.132, 3.861)  0.365
C (-4.394, -2.544, 5.313)  -0.764
O (-4.360, -3.963, 5.355)  0.047
C (-4.678, -4.540, 6.623)  -0.974
H (-1.143, 3.172, 2.954)  0.410
H (0.525, 2.922, 3.882)  -0.100
H (-0.958, 3.226, 4.687)  0.405
H (-2.456, 1.092, 2.618)  0.208
H (-2.758, 1.659, 4.341)  0.696
H (-2.660, -0.426, 5.230)  0.430
H (-1.960, -1.226, 3.940)  0.497
H (-4.595, -0.238, 4.259)  0.415
H (-3.518, -2.768, 3.454)  -0.893
H (-5.130, -2.519, 3.265)  0.353
H (-5.284, -2.119, 5.776)  0.374
H (-3.519, -2.160, 5.837)  0.360
H (-4.440, -5.602, 6.562)  0.246
H (-5.659, -4.207, 6.961)  0.321
H (-3.958, -4.152, 7.344)  0.357
C (3.372, 1.320, -6.995)  -0.982
O (2.250, 0.549, -6.643)  -0.074
C (1.838, -0.338, -7.721)  -0.714
C (0.474, -0.940, -7.475)  -0.802
N (0.440, -1.837, -6.278)  -0.433
C (0.264, -1.102, -5.037)  -0.980
C (0.058, -1.976, -3.774)  0.079
O (1.174, -2.798, -3.378)  -0.466
C (0.821, -3.533, -2.189)  -0.034
H (3.294, 1.834, -7.953)  0.365
H (4.272, 0.705, -7.042)  0.354
H (3.510, 2.064, -6.211)  0.263
H (2.582, -1.119, -7.883)  0.365
H (1.877, 0.187, -8.676)  0.505
H (0.165, -1.439, -8.393)  0.376
H (-0.230, -0.130, -7.285)  0.348
H (1.251, -2.435, -6.214)  0.308
H (-0.747, -0.741, -5.228)  0.418
H (0.924, -0.237, -4.977)  0.331
H (-0.801, -2.627, -3.934)  0.518
H (-0.119, -1.284, -2.950)  -0.147
H (0.538, -2.775, -1.460)  -0.488
H (1.632, -4.055, -1.681)  0.159
H (-0.007, -4.231, -2.314)  0.572
C (-6.271, -1.338, -3.243)  0.762
O (-6.317, -0.357, -2.535)  -0.644
N (-7.215, -1.692, -4.049)  -0.455
N (-5.183, -1.954, -3.422)  -0.180
H (-7.172, -2.502, -4.651)  0.149
H (-7.986, -1.042, -3.996)  0.256
H (-4.322, -1.719, -2.948)  0.041
H (-5.185, -2.688, -4.115)  0.149
C (-5.608, 0.206, 0.413)  -0.479
O (-5.662, 0.664, 1.736)  -0.702
H (-6.574, 0.246, -0.091)  0.376
H (-4.899, 0.807, -0.156)  0.275
H (-5.368, -0.853, 0.318)  0.113
H (-4.950, 0.322, 2.283)  0.375
C (-2.734, 0.717, -2.508)  -0.700
O (-2.715, -0.736, -2.386)  -0.132
H (-2.007, 1.142, -1.816)  -0.019
H (-2.537, 0.954, -3.554)  0.413
H (-3.732, 1.095, -2.290)  0.248
H (-2.182, -0.914, -1.607)  0.296

---

Formula: C7H16O2SSi
Source: OMol25
Level of theory: ωB97M-V/def2-TZVPD

lowest unoccupied orbital energy (alpha / beta): -0.8 / 0.1 eV
relative energy (zero: lowest compared OMol25 entry of this formula, charge and spin): 5.2309 eV
E_HOMO (alpha / beta): -8.9 / -9.0 eV
E: -1114.235510 Eh
orbital gap (alpha / beta): 8.1 / 9.1 eV
strongest force on any atom: 0.123 hartree/bohr

Last column: Mulliken charge in e.
Cartesian coordinates (Å):
C (-1.795, -0.221, -1.271)  -0.327
C (-0.939, 0.229, 0.034)  0.368
C (-1.891, -1.718, -1.437)  -1.148
C (-1.392, -1.836, 2.063)  -1.047
C (0.514, 2.655, -0.328)  -1.180
C (2.108, 0.107, -1.141)  -1.120
C (1.359, 0.834, 1.965)  -1.138
O (-2.726, 2.205, -0.407)  -0.600
O (-3.574, 0.339, 0.866)  -0.618
Si (0.834, 0.861, 0.130)  0.261
S (-2.594, 0.878, 0.015)  1.020
H (-1.417, 0.401, -2.088)  0.468
H (-2.728, -2.013, -0.794)  0.305
H (-1.019, -2.310, -1.144)  0.256
H (-2.114, -1.932, -2.514)  0.345
H (-1.644, -0.855, 2.667)  0.262
H (-0.509, -2.324, 2.092)  0.397
H (-2.107, -2.260, 1.480)  0.461
H (-0.420, 2.666, -0.899)  0.312
H (0.452, 3.265, 0.566)  0.296
H (1.290, 3.114, -0.839)  0.456
H (3.073, -0.098, -0.670)  0.366
H (1.598, -0.626, -1.857)  0.273
H (2.357, 0.973, -1.801)  0.341
H (1.293, 1.748, 2.364)  0.360
H (1.020, 0.024, 2.606)  0.349
H (2.443, 0.409, 1.968)  0.282